[1]
Below is C42H128CaN21O9P7 as an isolated structure at a distorted geometry, with properties calculated with ωB97M-V/def2-TZVPD.

Spin multiplicity: 1
HOMO energy: -7.7 eV
Strongest force on any atom: 3.4 eV Å⁻¹
Calculated total energy: -178819.885 eV
E_LUMO: 0.33 eV
HOMO-LUMO gap: 8.0 eV

```
208
Properties=species:S:1:pos:R:3:lowdin_charge:R:1
Ca -0.8239 -0.2314 0.8114 1.29
O 0.5895 0.0338 2.5566 -0.56
H 0.8947 0.4727 3.3744 -0.09
O -0.0269 0.2539 -1.1922 -0.57
H -0.3240 0.3938 -2.1123 -0.11
O -2.9283 -1.1274 0.2681 -0.38
P -4.2247 -1.1408 -0.4624 0.66
N -4.3711 -2.2196 -1.8050 -0.30
C -3.1829 -2.8212 -2.3759 -0.13
C -5.5230 -2.3518 -2.6872 -0.09
N -4.5280 0.3893 -1.1313 -0.29
C -5.8472 0.9161 -1.4782 -0.12
C -3.4619 1.0641 -1.8231 -0.12
N -5.5113 -1.4596 0.6468 -0.27
C -5.8188 -0.4774 1.7543 -0.10
C -6.1793 -2.7638 0.7961 -0.11
H -3.2800 -3.9062 -2.4123 0.07
H -2.3355 -2.6230 -1.7196 0.07
H -2.9688 -2.4855 -3.3905 0.08
H -5.2260 -2.4590 -3.7305 0.09
H -6.1854 -1.4907 -2.5989 0.07
H -6.0003 -3.2813 -2.3768 0.08
H -5.9598 1.9740 -1.2411 0.07
H -5.9998 0.7425 -2.5434 0.08
H -6.6026 0.3998 -0.8858 0.07
H -2.8670 0.2973 -2.3193 0.07
H -3.7259 1.7760 -2.6050 0.08
H -2.8069 1.5628 -1.1087 0.06
H -6.7160 0.0723 1.4696 0.07
H -6.1912 -0.9381 2.6693 0.08
H -5.0237 0.2457 1.9361 0.05
H -7.2632 -2.6810 0.8761 0.08
H -5.8655 -3.2223 1.7338 0.06
H -5.9514 -3.4248 -0.0401 0.06
O 2.3699 5.5816 2.2527 -0.30
P 3.7770 5.0962 2.3396 0.61
N 3.9985 3.3992 2.5701 -0.29
C 5.3232 2.7402 2.5760 -0.11
C 2.9291 2.4602 2.2187 -0.11
N 4.7141 5.8089 3.5781 -0.31
C 4.8181 7.2302 3.6155 -0.16
C 4.7516 5.2170 4.9736 -0.07
N 4.7438 5.4578 0.9359 -0.30
C 6.2114 5.6578 0.9806 -0.11
C 4.2026 5.1922 -0.4624 -0.09
H 5.5601 2.3389 1.5906 0.08
H 5.3113 1.9284 3.3033 0.07
H 6.0562 3.4440 2.9703 0.06
H 2.0147 2.8318 2.6814 0.06
H 3.1493 1.4593 2.5898 0.06
H 2.7086 2.3419 1.1578 0.08
H 3.8744 7.7024 3.8883 0.08
H 5.6244 7.5445 4.2783 0.08
H 5.0094 7.6892 2.6456 0.07
H 5.3145 4.2892 5.0753 0.07
H 5.2711 5.9709 5.5651 0.07
H 3.7033 5.1310 5.2596 0.08
H 6.3893 6.6664 1.3537 0.06
H 6.6204 4.9471 1.6988 0.05
H 6.6007 5.4903 -0.0236 0.08
H 4.6794 5.8497 -1.1893 0.07
H 3.1174 5.2890 -0.4935 0.06
H 4.4893 4.1908 -0.7837 0.07
O -0.0501 5.5386 -5.3504 -0.33
P -0.5383 4.6251 -4.2323 0.64
N -1.3559 3.1823 -4.7131 -0.30
C -0.6854 1.8755 -4.8697 -0.12
C -2.5078 3.2525 -5.6663 -0.10
N -1.6858 5.3285 -3.1397 -0.29
C -2.4800 4.5249 -2.1922 -0.14
C -1.6310 6.7997 -2.8950 -0.10
N 0.7873 4.1911 -3.1936 -0.27
C 2.0725 4.1705 -3.8370 -0.16
C 0.6323 3.5002 -1.8275 -0.08
H 0.1841 1.7546 -4.2236 0.07
H -0.3469 1.7201 -5.8941 0.08
H -1.3671 1.0771 -4.5767 0.07
H -2.9577 4.2439 -5.6136 0.08
H -3.2769 2.4824 -5.6068 0.07
H -2.1035 3.0096 -6.6490 0.07
H -2.5983 3.4997 -2.5433 0.04
H -2.0839 4.4791 -1.1778 0.05
H -3.4294 5.0205 -1.9893 0.07
H -2.5913 7.1020 -2.4774 0.07
H -0.7305 7.1884 -2.4194 0.08
H -1.6978 7.2458 -3.8873 0.07
H 2.8872 3.9268 -3.1550 0.07
H 2.0802 3.4531 -4.6576 0.07
H 2.3691 5.1897 -4.0850 0.08
H -0.3616 3.0612 -1.7410 0.04
H 0.6969 4.2409 -1.0304 0.05
H 1.3084 2.7363 -1.4435 0.07
O -0.7330 -2.4291 1.3482 -0.41
P -1.3095 -3.5582 2.1470 0.67
N -1.6375 -4.9168 1.1415 -0.28
C -0.5434 -5.3835 0.2792 -0.10
C -2.9756 -4.9925 0.4755 -0.08
N -2.6527 -3.2413 3.1340 -0.31
C -3.3793 -4.3233 3.7693 -0.12
C -2.8473 -1.9617 3.7384 -0.11
N -0.2766 -4.2165 3.3589 -0.30
C -0.4886 -5.5556 3.9352 -0.11
C 0.8652 -3.4922 3.8874 -0.10
H -0.6205 -6.4493 0.0642 0.09
H 0.3946 -5.1975 0.8024 0.06
H -0.5236 -4.7482 -0.6063 0.07
H -3.1781 -5.9416 -0.0209 0.09
H -3.1415 -4.1503 -0.1962 0.04
H -3.7272 -4.8083 1.2431 0.05
H -2.9017 -4.4684 4.7383 0.08
H -4.4454 -4.0961 3.7760 0.08
H -3.2695 -5.2328 3.1787 0.06
H -1.9379 -1.3611 3.7181 0.07
H -3.6819 -1.5060 3.2056 0.06
H -3.1172 -2.0827 4.7875 0.09
H -1.3822 -6.0188 3.5168 0.06
H 0.4098 -6.1693 3.8691 0.08
H -0.7326 -5.3446 4.9764 0.07
H 1.5721 -3.4715 3.0581 0.06
H 1.3680 -3.9704 4.7280 0.08
H 0.6026 -2.4783 4.1893 0.07
O -2.3784 1.4747 1.6200 -0.35
P -2.6311 2.5741 2.5550 0.57
N -3.9481 3.5008 2.1054 -0.29
C -4.8327 4.3053 3.0206 -0.09
C -4.3329 3.4767 0.6993 -0.09
N -1.3893 3.7196 2.6924 -0.29
C -0.5275 4.0149 1.5676 -0.12
C -1.4866 4.8918 3.5980 -0.09
N -2.9300 2.0425 4.1561 -0.30
C -4.1749 1.3448 4.5960 -0.07
C -1.7445 1.6447 4.8883 -0.12
H -4.3988 4.4011 4.0159 0.06
H -5.8466 3.9077 3.0644 0.08
H -4.8392 5.3270 2.6408 0.08
H -4.9833 4.3248 0.4856 0.09
H -4.9345 2.5679 0.6810 0.06
H -3.4831 3.4412 0.0176 0.05
H 0.5044 4.0573 1.9159 0.05
H -0.4077 3.1731 0.8855 0.07
H -0.9542 4.8754 1.0524 0.09
H -0.5454 5.1686 4.0729 0.09
H -1.9064 5.7435 3.0628 0.08
H -2.1717 4.6703 4.4164 0.06
H -4.3611 1.8162 5.5610 0.09
H -4.9591 1.5278 3.8614 0.06
H -3.9662 0.2788 4.6855 0.06
H -1.4218 0.6831 4.4895 0.05
H -1.9588 1.5204 5.9498 0.08
H -0.9025 2.3313 4.8010 0.08
O 5.1274 -4.7117 1.4881 -0.29
P 5.1226 -3.2344 1.4380 0.59
N 6.2926 -2.5393 0.4039 -0.32
C 6.1619 -2.6100 -1.0644 -0.09
C 7.6349 -2.2893 0.8917 -0.13
N 5.2726 -2.4445 2.9380 -0.31
C 4.9524 -1.0956 3.2273 -0.14
C 5.6681 -3.1561 4.1544 -0.12
N 3.6896 -2.5466 0.7686 -0.29
C 3.6208 -1.0914 0.3974 -0.09
C 2.5645 -3.3899 0.3974 -0.13
H 5.1223 -2.5132 -1.3774 0.06
H 6.5470 -3.5841 -1.3660 0.08
H 6.7406 -1.7582 -1.4215 0.08
H 8.1646 -3.2070 1.1475 0.08
H 7.7153 -1.7174 1.8162 0.07
H 8.2355 -1.7477 0.1608 0.08
H 5.4261 -0.4816 2.4613 0.06
H 3.8714 -0.9878 3.1381 0.08
H 5.3617 -0.7813 4.1874 0.09
H 4.9381 -2.9759 4.9436 0.08
H 5.6335 -4.2280 3.9595 0.07
H 6.6273 -2.8948 4.6012 0.08
H 4.5123 -0.4917 0.5812 0.06
H 3.3656 -1.1044 -0.6623 0.07
H 2.8446 -0.6158 0.9968 0.06
H 1.6667 -2.7790 0.3037 0.07
H 2.4402 -4.1998 1.1162 0.06
H 2.8202 -3.8640 -0.5502 0.07
O -1.6258 -3.5815 -5.8854 -0.32
P -0.4272 -4.1059 -5.1370 0.65
N -0.7231 -5.5730 -4.3191 -0.29
C -2.0151 -6.3294 -4.4946 -0.10
C 0.3493 -6.4221 -3.7407 -0.12
N 0.2777 -3.0516 -3.9168 -0.26
C 1.2955 -3.3553 -2.9274 -0.13
C 0.0091 -1.5863 -4.1918 -0.11
N 0.9412 -4.5575 -6.1548 -0.31
C 0.7072 -5.6316 -7.0977 -0.12
C 1.9098 -3.5470 -6.5370 -0.13
H -2.8647 -5.7827 -4.9038 0.07
H -2.2835 -6.8733 -3.5889 0.07
H -1.8832 -7.0651 -5.2880 0.07
H 0.3890 -7.3840 -4.2518 0.07
H 0.1577 -6.7061 -2.7060 0.07
H 1.3371 -5.9692 -3.8258 0.07
H 1.6883 -2.5317 -2.3313 0.07
H 0.9664 -3.9768 -2.0945 0.05
H 2.1210 -3.8826 -3.4057 0.07
H -1.0185 -1.4923 -4.5431 0.05
H 0.1300 -0.9965 -3.2832 0.04
H 0.6808 -1.1061 -4.9034 0.07
H 0.2664 -6.4467 -6.5239 0.06
H -0.0444 -5.3659 -7.8411 0.08
H 1.6070 -5.9995 -7.5908 0.08
H 1.4247 -2.7893 -7.1524 0.08
H 2.7686 -3.8996 -7.1082 0.08
H 2.2853 -3.0456 -5.6450 0.06
```

---

[2]
Below is an isolated ion of composition C9H13N2S2 and charge +1 at a distorted geometry, with properties calculated with ωB97M-V/def2-TZVPD.

Spin multiplicity: 1
HOMO energy: -11.4 eV
Strongest force on any atom: 4.3 eV Å⁻¹
Charge: +1
Calculated total energy: -34185.783 eV
E_LUMO: -3.85 eV
HOMO-LUMO gap: 7.5 eV

```
26
Properties=species:S:1:pos:R:3:lowdin_charge:R:1
C 3.8859 -0.1082 -1.1948 -0.10
C 5.1750 0.0354 -1.0644 -0.36
C 1.8797 -0.2227 0.1904 -0.55
C -2.7585 0.7320 0.5589 -0.13
C -2.5952 -0.7009 -0.0876 -0.12
C -1.4199 1.3802 0.2768 -0.14
C -1.1378 -1.0592 0.2422 -0.14
C 0.7915 0.6252 0.1802 -0.08
C 4.1310 0.3943 1.0066 -0.33
N 3.2550 0.1285 0.0354 -0.19
N -0.4825 0.2601 0.2795 -0.13
S 1.8853 -2.0149 0.4562 0.82
S 5.6913 0.4727 0.4624 1.19
H 3.1840 -0.5347 -1.8711 0.14
H 5.8202 -0.1438 -1.8872 0.09
H -3.7556 1.0279 0.2299 0.12
H -2.8701 0.5861 1.6227 0.11
H -3.3217 -1.3353 0.3820 0.11
H -2.7269 -0.6499 -1.1219 0.10
H -1.2950 1.7989 -0.7431 0.15
H -1.1721 1.9928 1.0620 0.10
H -0.8427 -1.3043 1.3247 0.15
H -0.7687 -1.7456 -0.4225 0.06
H 0.8671 1.7072 0.1653 0.14
H 3.8583 0.7775 1.9408 0.10
H 1.3922 -2.3468 -0.7937 -0.09
```

---

[3]
Below is a 2-piece molecular cluster, C5H15NO overall at a distorted geometry, with properties calculated with ωB97M-V/def2-TZVPD.

Spin multiplicity: 2
HOMO energy (alpha / beta): -13.4 / -13.4 eV
Strongest force on any atom: 2.7 eV Å⁻¹
Charge: +1
Calculated total energy: -8957.401 eV
E_LUMO (alpha / beta): -2.79 / -7.33 eV
HOMO-LUMO gap (alpha / beta): 10.6 / 6.1 eV

```
22
Properties=species:S:1:pos:R:3:lowdin_spin:R:1
C -1.1380 -0.5774 -1.8764 0.05
N -0.5165 0.2939 -0.8878 0.60
C -0.8610 1.6558 -1.0304 0.07
C 1.8659 0.0209 -1.7142 0.08
C 0.8248 -0.0408 -0.5101 0.07
C 1.3202 0.5659 0.8078 0.01
H -0.8715 -0.2048 -2.8618 0.03
H -0.8366 -1.6167 -1.7919 0.00
H -2.2171 -0.4789 -1.7330 0.01
H -1.9525 1.7676 -0.9474 0.02
H -0.6894 2.0983 -2.0195 0.04
H -0.3875 2.2637 -0.2614 0.00
H 2.8554 0.1070 -1.3143 0.01
H 1.6465 0.8794 -2.3501 0.00
H 1.7211 -0.9036 -2.2689 0.00
H 0.7979 -1.1294 -0.3678 0.01
H 2.3129 0.1844 0.9688 0.00
H 1.2651 1.6540 0.7403 0.00
H 0.6749 0.2393 1.6136 0.00
H -2.5932 -1.7908 5.8082 0.00
H -1.5319 -2.9676 5.9382 0.00
O -1.6895 -2.0202 6.0580 0.00
```

---

Copy entry 2 word for word.
Below is an isolated ion of composition C9H13N2S2 and charge +1 at a distorted geometry, with properties calculated with ωB97M-V/def2-TZVPD.

Spin multiplicity: 1
HOMO energy: -11.4 eV
Strongest force on any atom: 4.3 eV Å⁻¹
Charge: +1
Calculated total energy: -34185.783 eV
E_LUMO: -3.85 eV
HOMO-LUMO gap: 7.5 eV

```
26
Properties=species:S:1:pos:R:3:lowdin_charge:R:1
C 3.8859 -0.1082 -1.1948 -0.10
C 5.1750 0.0354 -1.0644 -0.36
C 1.8797 -0.2227 0.1904 -0.55
C -2.7585 0.7320 0.5589 -0.13
C -2.5952 -0.7009 -0.0876 -0.12
C -1.4199 1.3802 0.2768 -0.14
C -1.1378 -1.0592 0.2422 -0.14
C 0.7915 0.6252 0.1802 -0.08
C 4.1310 0.3943 1.0066 -0.33
N 3.2550 0.1285 0.0354 -0.19
N -0.4825 0.2601 0.2795 -0.13
S 1.8853 -2.0149 0.4562 0.82
S 5.6913 0.4727 0.4624 1.19
H 3.1840 -0.5347 -1.8711 0.14
H 5.8202 -0.1438 -1.8872 0.09
H -3.7556 1.0279 0.2299 0.12
H -2.8701 0.5861 1.6227 0.11
H -3.3217 -1.3353 0.3820 0.11
H -2.7269 -0.6499 -1.1219 0.10
H -1.2950 1.7989 -0.7431 0.15
H -1.1721 1.9928 1.0620 0.10
H -0.8427 -1.3043 1.3247 0.15
H -0.7687 -1.7456 -0.4225 0.06
H 0.8671 1.7072 0.1653 0.14
H 3.8583 0.7775 1.9408 0.10
H 1.3922 -2.3468 -0.7937 -0.09
```